# 1
Here is a cluster of 5 separate species, C28H58BIO18P in total at a distorted geometry from OMol25. Energies are from ωB97M-V with the def2-TZVPD basis set.

The geometry in XYZ format:
```
107
Properties=species:S:1:pos:R:3:forces:R:3:mulliken_charge:R:1
C 2.865623 -1.378527 -0.923480 0.108 -0.359 -0.167 -0.68
O 3.467030 -0.123688 -0.718990 0.180 0.439 -0.314 -0.41
C 2.521408 0.927863 -0.620435 -0.442 -0.262 0.807 -0.31
C 3.186345 2.287702 -0.680703 0.212 -0.269 0.405 0.17
C 2.205569 3.476603 -0.713554 -0.109 -0.013 -0.596 -1.10
C 0.784753 3.115656 -1.166906 0.773 0.196 -0.115 -0.60
C 0.810295 2.770171 -2.663833 -0.633 -0.100 0.135 -0.78
C -0.338107 1.861459 -3.187857 0.294 0.784 -0.305 -1.05
C -1.452889 1.579320 -2.197563 0.418 -0.510 0.039 -0.07
C -2.615553 0.792890 -2.780824 0.319 -0.506 0.240 -1.07
B -3.616025 0.080934 -1.702396 -1.422 -0.199 -1.471 0.45
I -3.508172 0.871392 0.374074 0.102 0.083 0.497 -0.27
C -5.149967 0.368905 -2.240815 0.391 0.119 0.374 -0.93
O -6.219762 -0.096058 -1.349960 0.718 -0.443 -0.756 -0.16
C -7.033779 0.868127 -0.930452 0.038 0.264 -2.773 0.70
C -7.764102 1.731891 -1.943476 0.917 -0.626 -0.749 -1.02
O -7.194791 1.069225 0.200810 -0.967 0.393 4.285 -0.51
P -3.254310 -1.833528 -1.583850 0.935 1.208 0.886 0.55
O -1.940615 -2.058874 -0.944348 0.790 -0.584 0.272 -0.75
O -4.408854 -2.582540 -0.705730 -0.099 -0.402 -0.592 -0.34
O -3.200581 -2.538018 -3.053165 -0.918 -0.259 0.220 -0.56
H 1.932171 -1.331260 -1.487511 -0.101 0.238 0.029 0.29
H 2.664974 -1.899933 0.013096 -0.058 0.028 0.163 0.29
H 3.558332 -1.968623 -1.516242 0.161 -0.191 0.031 0.24
H 2.024041 0.849564 0.356267 -0.188 -0.045 0.008 0.25
H 1.736358 0.770390 -1.360592 0.089 0.154 -0.238 0.22
H 3.916472 2.291885 -1.487970 -0.122 0.100 -0.311 0.32
H 3.773966 2.379693 0.232471 0.235 -0.006 0.056 -0.19
H 2.588833 4.187657 -1.445127 0.101 0.275 0.044 0.31
H 2.187322 3.999645 0.237931 -0.013 -0.078 0.227 0.42
H 0.153151 3.985440 -1.021924 -0.245 0.086 0.149 0.54
H 0.403433 2.328460 -0.525134 -0.227 -0.142 -0.108 0.39
H 0.779051 3.717451 -3.199723 0.060 0.165 -0.076 0.50
H 1.769572 2.329609 -2.922938 0.167 -0.130 0.010 0.22
H -0.761041 2.350530 -4.067546 -0.117 0.004 -0.143 0.41
H 0.113528 0.949317 -3.571131 -0.190 -0.394 0.120 0.34
H -1.024981 0.971484 -1.402349 -0.034 -0.097 0.229 0.25
H -1.779908 2.491382 -1.708299 -0.167 0.241 -0.023 0.40
H -3.176162 1.386580 -3.508067 -0.105 0.239 0.023 0.24
H -2.163516 -0.008907 -3.373181 -0.006 -0.077 -0.156 0.25
H -5.299572 -0.043424 -3.242230 -0.138 -0.128 -0.029 0.30
H -5.226086 1.455732 -2.314095 -0.061 0.095 -0.137 0.37
H -8.782085 1.887754 -1.628106 -0.253 0.031 0.102 0.33
H -7.235312 2.675589 -2.000835 -0.063 0.328 0.046 0.29
H -7.693586 1.269224 -2.926081 -0.295 0.081 -0.150 0.31
H -4.232358 -2.355426 0.220373 -0.039 0.040 -0.113 0.27
H -2.583385 -3.279543 -2.962684 0.031 0.163 -0.023 0.23
C -5.759112 -3.646499 6.264025 -0.094 0.136 -0.213 -1.10
C -5.152696 -4.990786 5.918284 0.103 0.206 0.379 -0.17
O -5.725176 -5.537023 4.724734 0.035 -0.121 -0.069 -0.39
C -5.276282 -5.001621 3.581121 -0.066 0.061 -0.074 0.75
O -4.441815 -4.140549 3.485106 -0.046 -0.116 0.050 -0.56
O -5.920408 -5.585727 2.570840 0.035 -0.062 0.084 -0.40
C -5.601582 -5.046940 1.280792 -0.006 0.129 -0.270 -0.59
H -6.846335 -3.721945 6.319194 0.018 -0.064 0.106 0.29
H -5.379042 -3.290693 7.222313 -0.001 -0.042 0.011 0.35
H -5.523226 -2.902598 5.504056 0.097 -0.027 0.018 0.32
H -5.369803 -5.708528 6.708857 -0.102 -0.135 -0.166 0.28
H -4.068398 -4.927767 5.822333 -0.028 0.061 -0.164 0.31
H -4.528031 -5.043308 1.106483 0.008 0.104 0.106 0.32
H -6.004725 -4.040022 1.186718 0.131 0.047 0.027 0.35
H -6.074756 -5.679884 0.536153 -0.109 -0.133 0.203 0.27
C 9.401010 3.995348 3.254791 -0.031 -0.105 -0.262 -1.00
C 8.287618 3.562621 4.186681 0.401 0.174 0.156 -0.26
O 7.119571 3.163323 3.460100 -0.087 -0.040 0.120 -0.33
C 7.168649 1.947486 2.904844 -0.012 0.016 -0.174 0.73
O 8.087421 1.170924 2.977705 -0.094 0.085 0.066 -0.57
O 6.031121 1.760100 2.239629 0.071 0.028 0.089 -0.26
C 5.958018 0.531477 1.503752 -0.189 -0.254 -0.148 -0.72
H 9.047612 4.770167 2.571679 0.005 0.084 0.104 0.18
H 10.246280 4.383626 3.823783 -0.032 0.022 0.025 0.38
H 9.750423 3.160900 2.647323 0.013 -0.049 0.092 0.31
H 7.980388 4.403058 4.807574 -0.225 -0.036 -0.083 0.31
H 8.609312 2.762706 4.853990 -0.040 -0.113 -0.131 0.34
H 6.170537 -0.323013 2.143004 0.147 0.075 0.040 0.39
H 6.650460 0.558705 0.663533 0.072 -0.041 0.067 0.33
H 4.946107 0.441972 1.120413 0.001 0.167 0.013 0.13
C 5.966735 9.873541 1.968406 -0.026 -0.221 0.162 -1.11
C 6.335961 9.538800 0.538200 -0.186 0.393 0.092 -0.17
O 7.032890 8.290014 0.451116 0.040 -0.070 -0.099 -0.39
C 6.264469 7.198032 0.542068 0.010 -0.059 0.063 0.72
O 5.067429 7.183613 0.668312 0.120 0.034 -0.038 -0.56
O 7.058313 6.128845 0.475032 0.017 0.083 -0.049 -0.42
C 6.380366 4.877146 0.644443 -0.143 -0.286 0.021 -0.63
H 6.850996 9.843499 2.607166 0.037 0.110 -0.058 0.29
H 5.521557 10.867239 2.025668 0.031 0.011 -0.031 0.35
H 5.252598 9.154191 2.367612 -0.058 0.025 -0.085 0.32
H 7.021007 10.290448 0.148181 0.152 -0.178 -0.044 0.29
H 5.459336 9.527707 -0.109774 -0.029 -0.165 0.057 0.31
H 5.546823 4.782203 -0.048857 -0.047 0.110 0.055 0.47
H 6.034808 4.775601 1.670924 -0.098 0.007 -0.045 0.28
H 7.099711 4.089304 0.436390 0.150 0.159 -0.004 0.23
C -4.394797 -6.395277 -1.692930 -0.061 -0.262 0.136 -0.78
C -4.005535 -6.591382 -3.141221 -0.219 0.450 0.182 -0.30
O -3.319843 -7.840983 -3.344504 0.025 -0.121 -0.135 -0.38
C -4.090039 -8.923487 -3.379413 0.028 0.135 0.089 0.79
O -5.290635 -8.954860 -3.279999 0.115 -0.063 -0.054 -0.56
O -3.296449 -9.991860 -3.541516 -0.030 0.037 -0.032 -0.35
C -3.985571 -11.240064 -3.513575 -0.023 -0.213 -0.024 -0.64
H -3.524040 -6.502077 -1.044039 0.048 0.151 -0.050 0.32
H -4.826881 -5.404907 -1.546412 0.101 0.050 -0.055 0.18
H -5.125250 -7.141137 -1.377234 -0.054 0.019 -0.103 0.41
H -3.305210 -5.814697 -3.442090 0.157 -0.187 -0.071 0.15
H -4.869216 -6.524383 -3.802327 -0.018 -0.181 0.020 0.36
H -4.807500 -11.251850 -4.226898 -0.058 0.072 0.079 0.29
H -4.355546 -11.442461 -2.508911 -0.110 0.037 -0.043 0.29
H -3.266353 -12.007441 -3.788547 0.124 0.136 0.010 0.22
```
Positions in Å, forces in eV/Å.

Results
* gap between HOMO and LUMO: 7.30 eV
* spin multiplicity: 1
* charge: -1
* HOMO level: -5.287 eV

# 2
Here is the molecule C2H2O3S at a distorted geometry from OMol25. Energies are from ωB97M-V with the def2-TZVPD basis set.

The geometry in XYZ format:
```
8
Properties=species:S:1:pos:R:3:forces:R:3:mulliken_charge:R:1
C -1.048565 1.945736 0.467461 -0.184 1.812 0.667 0.28
C -0.141843 -0.195493 -0.323733 -2.843 -0.404 -0.861 -0.65
O -0.625834 2.897824 0.046617 0.421 0.452 -0.050 -0.18
O -2.299544 -0.240778 1.327330 0.074 -0.366 0.661 -0.49
O -2.516821 0.657780 -0.960622 -0.736 -0.223 -0.727 -0.49
S -1.743904 0.066818 0.069976 2.673 -0.981 -1.359 0.90
H 0.098387 -0.443279 -1.366210 -0.275 0.425 0.571 0.29
H 0.413125 -0.553947 0.482663 0.871 -0.716 1.097 0.34
```
Positions in Å, forces in eV/Å.

Results
* gap between HOMO and LUMO: 9.40 eV
* spin multiplicity: 1
* charge: 0
* relative energy (zero: lowest compared OMol25 entry of this formula, charge and spin): 4.1586 eV
* HOMO level: -9.628 eV

# 3
Here is the molecule C24H26N4O3S at a distorted geometry from OMol25. Energies are from ωB97M-V with the def2-TZVPD basis set.

The geometry in XYZ format:
```
58
Properties=species:S:1:pos:R:3:forces:R:3:mulliken_charge:R:1
C -3.568869 -2.646611 2.113898 -0.088 0.035 0.011 -1.74
C -3.576697 -1.423579 1.246993 0.061 -0.008 0.007 0.80
C -3.826271 -1.517040 -0.116130 -0.035 -0.010 -0.014 -0.39
C -3.831457 -0.388707 -0.915145 -0.109 -0.069 0.102 -0.35
C -3.588129 0.850252 -0.349596 -0.205 0.510 -0.343 -0.21
C -3.366824 0.966830 1.012888 -0.045 0.000 0.029 -0.29
C -3.356623 -0.167833 1.801406 0.006 -0.071 0.024 -0.61
H -3.167963 -0.077227 2.861856 0.021 -0.004 0.127 0.42
H -3.185477 1.939218 1.445022 0.042 0.083 0.014 0.51
S -3.466110 2.299402 -1.386761 0.064 -0.171 0.037 -0.20
C -1.747267 2.015833 -1.996442 -0.463 0.090 0.019 -1.33
C -0.910857 1.549484 -0.855505 0.392 0.029 0.348 0.89
C -0.448401 2.407423 0.098480 0.004 0.050 -0.195 -0.94
C 0.222554 1.892736 1.247797 -0.185 -0.230 -0.264 0.20
O 0.674828 2.508122 2.196079 0.157 0.195 0.341 -0.81
N 0.328417 0.489806 1.243616 0.026 -0.207 0.097 0.56
C -0.115889 -0.295787 0.227271 -0.210 0.309 -0.016 -0.99
N -0.732883 0.211261 -0.810302 -0.026 -0.072 -0.327 0.20
N 0.052234 -1.627958 0.296620 0.153 -0.141 0.142 1.00
C 0.835877 -2.296357 1.310436 0.036 -0.080 0.216 -0.78
H 0.213148 -2.547809 2.181169 0.081 0.016 0.028 0.47
C 1.440385 -3.589080 0.708326 -0.036 0.030 0.031 -1.21
N 1.727282 -3.499421 -0.698291 0.084 -0.005 0.032 0.27
C 0.522492 -3.265136 -1.475098 -0.148 -0.174 0.022 -1.19
C -0.554487 -2.496522 -0.685110 -0.039 -0.118 -0.268 -0.37
H -1.206965 -3.199653 -0.155697 -0.032 0.018 -0.048 0.24
H -1.158558 -1.875832 -1.343425 -0.030 -0.191 0.066 0.24
H 0.782715 -2.720691 -2.380288 -0.024 -0.006 -0.024 0.38
H 0.110766 -4.239135 -1.772139 -0.101 0.133 -0.096 0.35
C 2.916790 -2.760439 -1.089952 -0.046 -0.008 -0.067 -2.05
C 2.902236 -1.257172 -0.907452 0.073 -0.023 -0.161 1.03
C 2.342468 -0.428496 -1.867318 0.133 -0.170 0.020 -0.22
C 2.300342 0.956831 -1.722734 0.132 0.337 0.244 -0.95
C 2.841877 1.484658 -0.577721 0.238 -0.459 0.206 1.09
C 3.425356 0.662792 0.390248 -0.185 0.208 -0.395 0.58
C 3.473041 -0.700655 0.244656 0.098 0.335 0.075 -0.93
H 3.953879 -1.317521 0.988006 0.074 -0.112 0.117 0.46
O 3.897017 1.431679 1.414856 0.040 -0.560 -0.102 -0.55
C 3.546448 2.764830 1.092179 0.162 1.187 0.889 -0.40
O 2.939513 2.786581 -0.185221 -0.172 -0.153 -0.427 -0.53
H 4.453158 3.387392 1.077077 -0.135 -0.211 -0.099 0.29
H 2.836282 3.148096 1.841041 0.154 -0.191 -0.259 0.32
H 1.861657 1.588999 -2.475794 -0.076 0.104 -0.108 0.45
H 1.931527 -0.856371 -2.768397 -0.049 -0.088 -0.108 0.39
H 3.090062 -2.991942 -2.144916 0.093 0.019 0.066 0.44
H 3.746122 -3.182540 -0.515381 0.054 0.020 -0.092 0.46
H 2.356355 -3.842727 1.244773 -0.058 -0.044 0.069 0.48
H 0.735384 -4.416530 0.837403 0.040 0.017 0.136 0.31
H 1.647437 -1.642350 1.633381 -0.095 -0.054 0.015 0.54
H 0.762618 0.094132 2.066991 -0.046 0.065 -0.105 0.24
H -0.600067 3.471271 0.031287 -0.033 0.116 0.022 0.46
H -1.784629 1.263434 -2.782228 0.156 0.065 0.022 0.38
H -1.425884 2.977888 -2.388369 0.059 0.009 -0.045 0.58
H -4.013252 -0.467673 -1.976160 -0.004 0.004 -0.114 0.44
H -4.012747 -2.484536 -0.560655 -0.005 -0.124 -0.029 0.42
H -4.532177 -2.753345 2.613417 -0.027 -0.087 0.068 0.42
H -2.803569 -2.571661 2.884036 0.050 -0.052 0.063 0.35
H -3.395109 -3.544123 1.524604 0.023 -0.092 0.003 0.36
```
Positions in Å, forces in eV/Å.

Results
* gap between HOMO and LUMO: 8.44 eV
* spin multiplicity: 1
* SMILES: Cc1ccc(SCc2cc(=O)[nH]c(N3CCN(Cc4ccc5c(c4)OCO5)CC3)n2)cc1
* charge: 0
* relative energy (zero: lowest compared OMol25 entry of this formula, charge and spin): 1.1506 eV
* HOMO level: -7.891 eV